[1]
A cluster of 9 separate species, C14H46N4O9 in total at a distorted geometry. Source: the Open Molecules 2025 dataset; level of theory: wB97M-V/def2-TZVPD.

SMILES string = NC(N)=O.NC(N)=O.CCO.CCO.CCO.CCO.CCO.CO.CO
Net charge = 0

Geometry as XYZ:
```
73
Properties=species:S:1:pos:R:3:lowdin_charge:R:1
N -22.485 1.364 10.572 0.188
C -22.519 1.378 9.276 -0.545
N -21.477 0.867 8.703 0.190
O -23.626 1.926 8.518 -0.155
H -23.230 1.669 11.114 0.105
H -21.796 0.810 11.053 0.071
H -21.496 0.796 7.681 0.078
H -20.648 0.397 9.092 0.083
N -19.390 -1.028 9.368 0.163
C -18.448 -0.788 10.250 -0.568
N -17.447 -0.091 9.747 0.162
O -18.477 -1.283 11.552 -0.115
H -20.162 -1.626 9.698 0.081
H -19.229 -0.812 8.431 0.096
H -16.709 0.235 10.437 0.163
H -17.258 0.012 8.774 0.102
C -18.834 2.536 7.372 -0.083
C -19.273 3.359 6.132 -0.328
O -18.781 2.757 4.971 -0.079
H -19.096 1.502 7.240 0.032
H -19.421 2.873 8.243 0.061
H -17.725 2.477 7.507 0.086
H -19.044 4.462 6.289 0.129
H -20.354 3.378 6.077 0.085
H -19.416 3.033 4.268 0.105
C -21.463 1.416 13.809 -0.060
C -21.012 -0.037 13.661 -0.266
O -20.916 -0.414 12.297 -0.123
H -21.444 1.723 14.825 0.067
H -22.434 1.702 13.356 0.082
H -20.770 2.073 13.387 0.022
H -21.625 -0.758 14.226 0.111
H -20.005 -0.186 14.110 0.127
H -20.225 -1.038 12.214 0.013
C -18.321 3.082 12.211 -0.056
C -19.042 2.470 10.989 -0.302
O -20.218 3.210 10.599 -0.082
H -19.008 3.205 13.046 0.058
H -18.064 4.106 11.919 0.077
H -17.416 2.635 12.553 0.060
H -19.392 1.515 11.288 0.066
H -18.348 2.364 10.164 0.075
H -20.870 2.550 10.331 0.017
C -24.761 3.861 4.080 -0.076
C -24.639 3.338 5.491 -0.330
O -23.366 3.247 6.034 -0.093
H -25.799 4.112 3.902 0.083
H -24.417 3.196 3.325 0.062
H -24.165 4.680 3.942 0.039
H -25.193 2.341 5.476 0.127
H -25.139 4.035 6.171 0.120
H -23.445 3.246 6.989 0.050
C -24.700 -2.302 6.934 -0.077
C -24.279 -0.840 7.124 -0.325
O -24.396 -0.171 5.875 -0.100
H -24.714 -2.790 7.927 0.067
H -24.065 -2.779 6.240 0.051
H -25.648 -2.332 6.407 0.071
H -23.194 -0.799 7.439 0.099
H -24.867 -0.290 7.910 0.116
H -23.747 0.547 5.957 0.031
C -22.645 -2.261 10.359 -0.144
O -21.398 -2.782 10.004 -0.129
H -22.814 -1.263 10.053 0.047
H -22.918 -2.157 11.435 0.097
H -23.303 -2.945 9.883 0.066
H -21.421 -3.775 10.016 0.136
C -21.549 0.164 4.728 -0.148
O -21.711 0.872 5.901 -0.160
H -21.113 -0.823 4.926 0.102
H -20.888 0.668 4.111 0.049
H -22.430 0.067 4.094 0.092
H -22.018 1.755 5.587 0.083
```


[2]
The molecule C20H30ClN3O3 at a distorted geometry. Source: the Open Molecules 2025 dataset; level of theory: wB97M-V/def2-TZVPD.

SMILES string = CC[C@H](C)[C@@H](CC(=O)N[C@@]1(CO)CC[C@H](C)C1)NC(=O)c1cncc(Cl)c1
Net charge = 0

Geometry as XYZ:
```
57
Properties=species:S:1:pos:R:3:nbo_charge:R:1
C -1.004 5.510 -1.639 -0.606
C -0.624 4.162 -1.002 -0.399
C -1.562 2.971 -1.353 -0.195
C -3.021 3.268 -0.927 -0.621
C -1.043 1.605 -0.793 -0.034
C -1.977 0.404 -1.135 -0.493
C -1.375 -0.980 -0.881 0.688
O -0.804 -1.570 -1.794 -0.664
N -1.470 -1.466 0.362 -0.615
C -0.904 -2.724 0.886 0.099
C -1.518 -3.956 0.147 -0.067
O -2.939 -3.989 0.215 -0.725
C 0.638 -2.702 0.832 -0.410
C 1.089 -1.837 2.016 -0.403
C 0.002 -1.998 3.092 -0.226
C 0.517 -2.694 4.363 -0.598
C -1.156 -2.758 2.408 -0.401
N 0.345 1.323 -1.191 -0.612
C 1.420 1.411 -0.396 0.665
O 1.390 1.950 0.707 -0.625
C 2.689 0.801 -0.927 -0.169
C 3.935 1.302 -0.525 0.076
N 5.118 0.790 -0.955 -0.397
C 5.079 -0.266 -1.807 0.022
C 3.887 -0.839 -2.248 -0.082
Cl 3.904 -2.192 -3.317 0.027
C 2.679 -0.300 -1.802 -0.191
H -0.229 6.255 -1.455 0.216
H -1.121 5.421 -2.720 0.200
H -1.931 5.910 -1.229 0.200
H 0.393 3.935 -1.325 0.208
H -0.562 4.275 0.082 0.208
H -1.557 2.885 -2.441 0.189
H -3.108 3.367 0.155 0.205
H -3.393 4.190 -1.372 0.220
H -3.711 2.490 -1.250 0.207
H -1.068 1.687 0.300 0.221
H -2.909 0.469 -0.577 0.220
H -2.248 0.438 -2.190 0.228
H -2.052 -0.967 1.012 0.398
H -1.223 -3.962 -0.903 0.193
H -1.133 -4.881 0.578 0.176
H -3.279 -3.649 -0.618 0.473
H 1.032 -3.712 0.953 0.208
H 1.031 -2.325 -0.112 0.229
H 2.084 -2.124 2.361 0.212
H 1.155 -0.790 1.711 0.217
H -0.354 -1.005 3.379 0.201
H 0.906 -3.690 4.146 0.200
H 1.319 -2.120 4.828 0.212
H -0.277 -2.802 5.103 0.207
H -2.120 -2.320 2.671 0.211
H -1.189 -3.791 2.759 0.218
H 0.466 0.875 -2.084 0.405
H 3.999 2.134 0.164 0.219
H 6.030 -0.661 -2.134 0.208
H 1.753 -0.757 -2.126 0.246
```


[3]
A structure of composition C37H31N4O3PdSTe. Source: the Open Molecules 2025 dataset; level of theory: wB97M-V/def2-TZVPD.

Net charge = -1

Geometry as XYZ:
```
78
Properties=species:S:1:pos:R:3:lowdin_charge:R:1
Pd 1.902 0.735 0.707 0.946
N 0.057 2.846 4.047 0.032
C 0.985 2.350 3.151 -0.956
S 1.705 0.818 3.505 0.427
N 1.210 3.164 2.145 -0.019
N 2.040 2.672 1.174 -0.148
C 2.728 3.522 0.513 -0.082
C 3.795 3.186 -0.413 -0.167
C 4.383 4.229 -1.139 -0.073
C 5.514 4.046 -1.906 -0.128
C 6.108 2.781 -1.917 -0.111
C 5.557 1.737 -1.208 -0.046
C 4.359 1.882 -0.466 -0.384
O 3.870 0.843 0.138 -0.219
H -0.327 2.120 4.630 0.047
H -0.638 3.431 3.604 0.066
H 2.557 4.569 0.753 0.124
H 3.929 5.213 -1.072 0.103
H 5.943 4.868 -2.465 0.084
H 7.015 2.616 -2.488 0.093
H 6.017 0.757 -1.212 0.101
C -4.119 -3.088 1.407 -0.062
C -3.053 -2.040 1.190 -0.271
C -3.355 -0.683 1.145 -0.007
C -2.393 0.297 0.986 -0.066
C -2.826 1.717 1.027 -0.296
O -2.171 2.616 1.507 0.099
C -4.197 2.068 0.462 -0.145
C -4.846 3.178 0.996 -0.022
C -6.073 3.587 0.500 -0.084
C -6.661 2.901 -0.556 -0.100
C -6.013 1.804 -1.106 -0.086
C -4.792 1.387 -0.594 -0.051
C -0.996 -0.056 0.865 -0.289
O -0.132 0.858 0.823 -0.138
C -0.691 -1.467 0.831 -0.051
C -1.728 -2.389 1.023 0.012
C 0.661 -1.993 0.595 -0.178
N 1.720 -1.289 0.411 -0.008
C 3.001 -1.941 0.094 -0.266
C 3.108 -2.432 -1.347 -0.486
Te 3.186 -1.033 -2.977 1.271
C 1.301 -0.120 -2.753 -0.576
C 1.243 1.224 -2.403 -0.165
C 0.014 1.847 -2.244 -0.078
C -1.159 1.133 -2.428 -0.089
C -1.106 -0.210 -2.781 -0.092
C 0.123 -0.832 -2.955 -0.158
C 0.786 -3.496 0.620 -0.214
C 0.407 -4.265 -0.475 -0.055
C 0.540 -5.646 -0.447 -0.076
C 1.046 -6.273 0.684 -0.093
C 1.400 -5.512 1.789 -0.075
C 1.267 -4.131 1.758 -0.028
H -5.106 -2.627 1.473 0.068
H -3.954 -3.649 2.330 0.074
H -4.145 -3.810 0.588 0.072
H -4.387 -0.377 1.283 0.119
H -4.359 3.715 1.800 0.116
H -6.570 4.448 0.931 0.098
H -7.618 3.221 -0.948 0.096
H -6.460 1.272 -1.937 0.098
H -4.293 0.529 -1.026 0.109
H -1.490 -3.444 1.047 0.115
H 3.143 -2.818 0.730 0.108
H 3.795 -1.235 0.313 0.082
H 2.315 -3.135 -1.580 0.015
H 4.058 -2.961 -1.450 0.040
H 2.157 1.781 -2.236 0.080
H -0.023 2.884 -1.935 0.113
H -2.113 1.622 -2.287 0.096
H -2.021 -0.773 -2.925 0.099
H 0.169 -1.870 -3.260 0.084
H -0.007 -3.773 -1.346 0.119
H 0.242 -6.231 -1.308 0.101
H 1.159 -7.349 0.705 0.097
H 1.783 -5.994 2.680 0.101
H 1.529 -3.534 2.625 0.133
```


Computed E (eV) in order:
-39649.23493, -44363.77311, -72585.32008
Computed frontier orbital gap (eV) in order:
9.4, 9.9, 5.9
Computed relative energy (zero: lowest compared OMol25 entry of this formula, charge and spin) (kcal per mole) in order:
109.96, 9.94, 25.43